# 1
57
Properties=species:S:1:pos:R:3 method="wB97M-V/def2-TZVPD" total_charge=+1 multiplicity=6 orbital_gap_ev="6.670 / 4.245" s2=8.772
O -0.624 -1.552 -1.952
C 0.077 -2.854 -2.092
C -1.068 -3.552 -2.803
H 0.321 -3.343 -1.133
H 0.988 -2.712 -2.693
C -1.724 -2.150 -2.723
H -1.555 -4.291 -2.155
H -0.807 -3.920 -3.796
C -3.026 -2.193 -1.937
H -2.821 -2.464 -0.890
H -3.712 -2.936 -2.373
H -3.520 -1.215 -1.970
C -1.827 -1.465 -4.078
H -0.832 -1.403 -4.511
H -2.230 -0.456 -3.951
H -2.469 -2.030 -4.760
Ir 0.080 2.455 0.071
C 1.540 3.885 -0.274
C 2.224 2.927 0.558
C 2.321 1.705 -0.166
H 2.603 3.116 1.566
C 1.648 1.849 -1.424
C 1.173 3.211 -1.520
H 0.629 3.665 -2.346
H 1.323 4.908 0.004
H 2.870 0.844 0.182
H 1.517 1.068 -2.180
C -0.725 3.815 1.563
C -1.405 3.988 0.305
C -2.092 2.763 -0.018
H -1.408 4.880 -0.311
C -1.799 1.807 1.023
C -0.979 2.481 2.010
H -0.584 2.047 2.922
H -0.096 4.551 2.058
H -2.693 2.596 -0.913
H -2.106 0.772 1.032
O -0.916 -2.428 0.666
C -0.361 -1.093 0.540
C 1.145 -1.248 0.249
H -0.520 -0.566 1.499
H -0.853 -0.564 -0.283
C 1.530 -2.614 0.854
H 1.688 -0.432 0.745
H 1.296 -1.216 -0.840
C 0.154 -3.204 1.289
H 2.195 -2.492 1.732
H 2.055 -3.227 0.110
H 0.079 -3.062 2.388
H 0.054 -4.273 1.015
Cl 0.279 0.220 5.295
C 1.945 0.545 4.797
Cl 2.871 -0.941 4.509
C 1.911 1.373 3.460
O 2.588 2.431 3.515
O 1.201 0.861 2.553
H 2.449 1.129 5.585

---

# 2
15
Properties=species:S:1:pos:R:3 method="wB97M-V/def2-TZVPD" total_charge=+1 multiplicity=1 orbital_gap_ev=8.583 e_above_lowest_kcal_mol=95.72 smiles="S=C([C@H]1C=N1)[C@H]1C[NH2+]1"
C 0.412 -2.649 0.819
C -0.162 0.061 0.915
C -0.915 0.959 -1.405
C 0.264 -1.345 1.482
C 0.104 0.351 -0.515
N 1.470 -2.079 0.994
N 0.228 1.807 -0.949
S -0.747 1.222 1.833
H -0.098 -3.586 0.443
H -0.777 0.705 -2.401
H -1.824 1.313 -0.904
H 0.213 -1.172 2.594
H 0.798 -0.276 -1.009
H 0.821 2.190 -1.643
H 0.213 2.498 -0.255

---

# 3
54
Properties=species:S:1:pos:R:3 method="wB97M-V/def2-TZVPD" total_charge=0 multiplicity=1 orbital_gap_ev=3.222 e_above_lowest_kcal_mol=141.44
C -0.558 -0.586 4.642
O 0.665 -0.149 4.006
C 0.641 1.297 3.887
C 1.019 1.606 2.345
C 0.900 3.152 2.030
O 1.413 3.751 1.077
O 0.092 3.872 2.915
N 0.300 0.767 1.382
C -1.086 1.112 1.430
S -1.573 2.430 0.213
O -1.906 1.916 -1.182
O -2.862 3.053 0.779
P 0.987 0.724 -0.257
O 0.210 -0.617 -1.041
Cl 3.003 0.096 -0.178
H -0.647 -1.720 4.560
H -1.447 -0.100 4.103
H -0.494 -0.262 5.732
H 1.509 1.699 4.505
H -0.350 1.763 4.165
H 2.128 1.329 2.277
H -1.470 1.428 2.461
H -1.685 0.178 1.147
H -0.654 3.476 0.124
H -0.748 -0.455 -1.092
N -3.856 -1.162 -0.331
H -3.656 -0.165 -0.487
H -3.395 -1.722 -1.057
H -3.505 -1.441 0.589
H -4.868 -1.317 -0.371
Cl -1.309 2.927 -2.925
N -3.087 -4.153 -3.731
C -2.097 -4.554 -2.869
C -2.402 -5.819 -2.433
C -3.617 -6.199 -3.057
C -4.015 -5.154 -3.854
H -3.126 -3.264 -4.201
H -1.264 -3.904 -2.642
H -1.816 -6.406 -1.743
H -4.141 -7.135 -2.937
H -4.874 -5.036 -4.495
Be -2.245 3.355 2.761
N 5.588 4.134 -0.700
S 5.025 2.710 -0.342
O 4.848 2.403 1.059
O 5.413 1.608 -1.192
F 3.507 2.917 -0.798
S 7.105 4.285 -0.307
O 7.566 5.654 -0.323
O 8.037 3.322 -0.840
F 7.124 3.965 1.255
O 0.843 -3.477 -4.691
H 0.933 -2.528 -4.539
H -0.102 -3.604 -4.828

---

Largest force on an atom, record by record: 0.15599 0.07016 0.07346 Eh/bohr
Total energy, record by record: -2142.615157 -702.019716 -4072.526422 Eh